This record from OMol25 describes a structure of composition C33H72NbO12 at a distorted geometry. The level of theory is ωB97M-V/def2-TZVPD.

Geometry (Å):
C1 5.211 -2.615 2.954
C2 4.156 -1.866 2.145
C3 4.555 -0.409 1.898
C4 4.241 0.533 3.066
C5 2.804 1.116 3.125
C6 1.778 0.631 2.097
C7 0.342 0.848 2.544
C8 -0.681 0.498 1.470
C9 -2.145 0.733 1.896
Nb1 -3.373 -1.109 2.234
H1 4.843 -3.563 3.348
H2 6.089 -2.830 2.340
H3 5.547 -2.025 3.810
H4 3.997 -2.385 1.197
H5 3.201 -1.903 2.672
H6 4.084 -0.029 0.987
H7 5.635 -0.395 1.712
H8 4.468 0.007 3.999
H9 4.927 1.379 3.027
H10 2.386 0.942 4.120
H11 2.888 2.202 3.032
H12 1.922 -0.430 1.883
H13 1.922 1.162 1.148
H14 0.146 0.227 3.425
H15 0.196 1.891 2.855
H16 -0.452 1.080 0.568
H17 -0.515 -0.552 1.201
H18 -2.630 1.429 1.208
H19 -2.182 1.198 2.894
H20 -2.815 -1.604 0.522
H21 -4.893 -0.175 1.757
H22 -4.101 -0.790 3.917
H23 -2.003 -1.790 3.287
H24 -4.213 -2.764 2.063
O1 5.376 3.807 3.206
C10 6.298 3.855 2.441
O2 7.513 4.204 2.927
C11 8.703 4.194 2.125
C12 8.863 5.475 1.337
C13 6.121 3.586 0.964
H25 8.737 3.307 1.492
H26 9.504 4.099 2.858
H27 8.069 5.601 0.600
H28 9.822 5.484 0.818
H29 8.835 6.316 2.030
H30 5.789 4.513 0.494
H31 5.326 2.852 0.863
H32 7.012 3.240 0.450
O3 -1.422 -4.160 -0.400
C14 -1.585 -3.586 -1.439
O4 -2.610 -3.973 -2.222
C15 -3.055 -3.198 -3.362
C16 -2.346 -3.573 -4.642
C17 -0.687 -2.468 -1.905
H33 -2.982 -2.134 -3.144
H34 -4.110 -3.451 -3.435
H35 -1.280 -3.339 -4.597
H36 -2.787 -3.018 -5.471
H37 -2.462 -4.641 -4.835
H38 0.176 -2.914 -2.405
H39 -0.348 -1.943 -1.016
H40 -1.162 -1.769 -2.588
O5 -6.073 -4.850 -4.474
C18 -6.981 -4.143 -4.109
O6 -6.671 -2.924 -3.624
C19 -7.670 -1.983 -3.198
C20 -8.126 -2.219 -1.774
C21 -8.407 -4.626 -4.110
H41 -8.504 -1.990 -3.903
H42 -7.183 -1.012 -3.285
H43 -8.605 -3.189 -1.649
H44 -8.836 -1.443 -1.482
H45 -7.272 -2.178 -1.097
H46 -8.572 -5.173 -3.182
H47 -8.516 -5.319 -4.941
H48 -9.158 -3.845 -4.174
O7 -8.667 -5.590 -0.684
C22 -7.528 -5.972 -0.519
O8 -6.807 -5.388 0.420
C23 -5.451 -5.784 0.737
C24 -4.408 -5.231 -0.216
C25 -6.944 -7.056 -1.402
H49 -5.429 -6.874 0.795
H50 -5.303 -5.385 1.737
H51 -4.591 -5.562 -1.237
H52 -3.401 -5.531 0.065
H53 -4.439 -4.144 -0.205
H54 -6.556 -6.585 -2.308
H55 -7.756 -7.722 -1.684
H56 -6.135 -7.621 -0.952
O9 -2.624 -0.173 -4.547
C26 -3.451 0.273 -5.290
O10 -4.678 -0.297 -5.293
C27 -5.801 0.327 -5.917
C28 -5.922 0.015 -7.393
C29 -3.161 1.420 -6.229
H57 -5.781 1.401 -5.724
H58 -6.653 -0.079 -5.374
H59 -5.075 0.405 -7.959
H60 -6.834 0.458 -7.793
H61 -5.964 -1.064 -7.541
H62 -2.716 1.004 -7.135
H63 -2.423 2.055 -5.750
H64 -4.030 2.006 -6.513
O11 11.561 7.485 3.747
C30 10.790 7.736 4.632
O12 9.471 7.749 4.345
C31 8.450 7.877 5.348
C32 8.172 9.320 5.706
C33 11.256 8.089 6.027
H65 8.702 7.278 6.223
H66 7.578 7.417 4.886
H67 9.040 9.799 6.161
H68 7.345 9.371 6.415
H69 7.897 9.881 4.813
H70 11.484 9.156 6.040
H71 12.177 7.545 6.213
H72 10.537 7.884 6.813

Computed properties:
orbital gap = 6.0945 eV
molar mass = 753.83 Da
ΔE to the lowest compared entry with this formula, charge and spin = 0.0 kJ/mol
max |F| = 1.048 eV/A
net charge = -1
HOMO level = -0.162 Eh

Löwdin atomic charge list, values in e, 99 entries:
1 C -0.12
2 C -0.27
3 C -0.24
4 C -0.19
5 C -0.19
6 C -0.23
7 C -0.26
8 C -0.36
9 C -0.45
10 Nb 0.77
11 H 0.07
12 H 0.07
13 H 0.06
14 H 0.11
15 H 0.10
16 H 0.10
17 H 0.10
18 H 0.10
19 H 0.07
20 H 0.11
21 H 0.10
22 H 0.10
23 H 0.11
24 H 0.11
25 H 0.11
26 H 0.10
27 H 0.06
28 H 0.01
29 H 0.03
30 H -0.14
31 H -0.18
32 H -0.21
33 H -0.15
34 H -0.19
35 O 0.10
36 C -0.52
37 O -0.01
38 C -0.23
39 C -0.06
40 C 0.02
41 H 0.11
42 H 0.12
43 H 0.07
44 H 0.08
45 H 0.07
46 H 0.10
47 H 0.09
48 H 0.07
49 O 0.07
50 C -0.56
51 O -0.03
52 C -0.22
53 C -0.06
54 C 0.02
55 H 0.09
56 H 0.10
57 H 0.07
58 H 0.07
59 H 0.08
60 H 0.09
61 H 0.07
62 H 0.06
63 O 0.09
64 C -0.52
65 O 0.00
66 C -0.23
67 C -0.04
68 C 0.02
69 H 0.11
70 H 0.11
71 H 0.06
72 H 0.08
73 H 0.10
74 H 0.07
75 H 0.09
76 H 0.07
77 O 0.05
78 C -0.55
79 O 0.02
80 C -0.21
81 C -0.07
82 C 0.02
83 H 0.10
84 H 0.11
85 H 0.07
86 H 0.08
87 H 0.06
88 H 0.08
89 H 0.09
90 H 0.07
91 O 0.12
92 C -0.51
93 O 0.00
94 C -0.24
95 C -0.06
96 C 0.01
97 H 0.12
98 H 0.11
99 H 0.07

---

This record from OMol25 describes a cluster of 7 separate species, C33H73F3N6O9S in total at a distorted geometry. The level of theory is ωB97M-V/def2-TZVPD.

Geometry (Å):
C1 -0.920 -5.164 1.930
O1 -0.542 -5.049 0.562
C2 0.480 -5.916 0.186
C3 1.200 -5.365 -1.030
N1 2.276 -4.407 -0.585
H1 1.839 -3.762 0.099
H2 2.903 -4.994 -0.032
C4 3.009 -3.750 -1.701
C5 4.225 -2.980 -1.227
O2 3.826 -2.131 -0.195
C6 4.617 -0.979 -0.084
H3 -0.075 -4.978 2.596
H4 -1.344 -6.158 2.104
H5 -1.694 -4.418 2.088
H6 0.093 -6.913 -0.072
H7 1.177 -6.175 0.999
H8 0.441 -4.805 -1.576
H9 1.690 -6.121 -1.636
H10 2.274 -3.242 -2.325
H11 3.393 -4.550 -2.343
H12 4.641 -2.454 -2.093
H13 4.992 -3.713 -0.943
H14 4.642 -0.379 -1.003
H15 5.665 -1.148 0.186
H16 4.152 -0.365 0.684
C7 1.368 7.083 -0.179
O3 1.688 5.929 0.559
C8 0.544 5.214 0.978
C9 0.925 3.940 1.670
N2 1.957 4.147 2.754
H17 2.082 3.348 3.372
H18 2.898 4.363 2.385
C10 1.570 5.278 3.694
C11 2.549 6.457 3.634
O4 3.822 5.906 3.764
C12 4.842 6.903 3.789
H19 1.070 7.920 0.465
H20 0.517 6.929 -0.856
H21 2.224 7.368 -0.784
H22 -0.043 4.972 0.080
H23 -0.113 5.926 1.499
H24 1.520 3.424 0.914
H25 0.048 3.415 2.029
H26 1.617 4.952 4.735
H27 0.536 5.557 3.525
H28 2.253 7.125 4.450
H29 2.395 7.004 2.697
H30 5.784 6.399 3.988
H31 4.651 7.690 4.519
H32 4.921 7.355 2.794
C13 -9.687 0.645 1.162
O5 -8.322 0.883 1.461
C14 -8.146 1.687 2.596
C15 -6.677 1.770 2.908
N3 -6.021 0.434 3.056
H33 -5.086 0.422 3.484
H34 -6.537 -0.139 3.730
C16 -5.810 -0.399 1.798
C17 -4.565 -1.225 1.991
O6 -4.414 -1.624 3.358
C18 -5.051 -2.852 3.619
H35 -9.751 -0.184 0.461
H36 -10.229 1.506 0.767
H37 -10.200 0.295 2.067
H38 -8.740 1.340 3.451
H39 -8.502 2.703 2.386
H40 -6.514 2.257 3.869
H41 -6.151 2.305 2.120
H42 -5.695 0.311 0.984
H43 -6.691 -1.015 1.648
H44 -3.639 -0.665 1.815
H45 -4.483 -2.059 1.291
H46 -4.733 -3.671 2.967
H47 -6.150 -2.849 3.510
H48 -4.894 -3.157 4.653
C19 0.622 0.122 0.209
F1 1.713 0.316 -0.519
F2 0.765 0.811 1.361
F3 -0.425 0.632 -0.452
S1 0.244 -1.665 0.619
O7 -0.867 -1.573 1.549
O8 -0.013 -2.259 -0.681
O9 1.423 -2.176 1.298
C20 0.512 -0.438 -3.679
C21 1.041 -1.401 -4.706
N4 2.435 -1.753 -4.552
C22 2.843 -3.007 -5.158
C23 2.444 -3.218 -6.637
C24 3.402 -0.667 -4.673
C25 3.494 -0.024 -6.066
H49 1.041 0.514 -3.610
H50 0.493 -0.847 -2.668
H51 -0.525 -0.186 -3.919
H52 0.441 -2.319 -4.707
H53 0.795 -1.034 -5.718
H54 2.430 -3.836 -4.567
H55 3.923 -3.121 -5.052
H56 2.257 -2.301 -7.190
H57 1.578 -3.864 -6.765
H58 3.308 -3.689 -7.113
H59 3.087 0.143 -4.010
H60 4.375 -1.024 -4.337
H61 3.953 -0.718 -6.773
H62 2.497 0.163 -6.471
H63 4.027 0.925 -6.093
N5 -2.648 -3.287 -1.247
C26 -3.036 -4.589 -1.416
C27 -4.403 -4.651 -1.347
C28 -4.872 -3.352 -1.039
C29 -3.765 -2.528 -1.100
H64 -1.671 -3.006 -1.186
H65 -2.394 -5.451 -1.456
H66 -4.977 -5.561 -1.267
H67 -5.898 -3.041 -0.919
H68 -3.727 -1.458 -0.962
N6 4.502 2.454 1.838
C30 4.992 3.710 2.110
C31 5.108 4.396 0.936
C32 4.483 3.599 -0.061
C33 4.100 2.419 0.521
H69 4.367 1.721 2.512
H70 5.282 3.895 3.132
H71 5.470 5.405 0.825
H72 4.171 3.870 -1.057
H73 3.711 1.538 0.047

Computed properties:
orbital gap = 7.1597 eV
molar mass = 787.04 Da
ΔE to the lowest compared entry with this formula, charge and spin = 0.0 kJ/mol
max |F| = 2.025 eV/A
net charge = +2
HOMO level = -0.413 Eh

Löwdin atomic charge list, values in e, 99 entries:
1 C -0.06
2 O -0.20
3 C -0.23
4 C -0.08
5 N 0.06
6 H 0.12
7 H 0.18
8 C -0.10
9 C -0.20
10 O -0.17
11 C -0.10
12 H 0.10
13 H 0.10
14 H 0.09
15 H 0.14
16 H 0.13
17 H 0.13
18 H 0.14
19 H 0.12
20 H 0.13
21 H 0.13
22 H 0.14
23 H 0.09
24 H 0.10
25 H 0.07
26 C -0.09
27 O -0.20
28 C -0.23
29 C -0.08
30 N 0.10
31 H 0.18
32 H 0.12
33 C -0.07
34 C -0.22
35 O -0.21
36 C -0.06
37 H 0.10
38 H 0.10
39 H 0.10
40 H 0.14
41 H 0.13
42 H 0.12
43 H 0.14
44 H 0.14
45 H 0.12
46 H 0.14
47 H 0.12
48 H 0.10
49 H 0.10
50 H 0.10
51 C -0.07
52 O -0.20
53 C -0.22
54 C -0.09
55 N 0.07
56 H 0.17
57 H 0.18
58 C -0.08
59 C -0.19
60 O -0.19
61 C -0.10
62 H 0.10
63 H 0.10
64 H 0.10
65 H 0.14
66 H 0.14
67 H 0.14
68 H 0.14
69 H 0.14
70 H 0.13
71 H 0.13
72 H 0.10
73 H 0.10
74 H 0.09
75 H 0.10
76 C -0.65
77 F 0.13
78 F 0.09
79 F 0.12
80 S 0.49
81 O -0.30
82 O -0.33
83 O -0.31
84 C -0.08
85 C -0.27
86 N -0.21
87 C -0.25
88 C -0.07
89 C -0.24
90 C -0.08
91 H 0.07
92 H 0.04
93 H 0.08
94 H 0.12
95 H 0.11
96 H 0.09
97 H 0.11
98 H 0.06
99 H 0.07